Entry 1:
The following is a DFT calculation (wB97M-V/def2-TZVPD) of a structure of composition C45H58As2BiINO16P.

Geometry as ORCA input:
```
! RIJCOSX wB97M-V def2-TZVPD def2/J DEFGRID3
* xyz -2 1
Bi -0.012 0.543 -0.080
C -2.785 -3.963 -2.764
C -1.771 -3.463 -1.732
O -2.182 -2.667 -0.897
C -0.401 -3.965 -1.810
C -0.100 -4.952 -2.772
C 1.151 -5.491 -2.938
C 2.184 -5.034 -2.096
C 1.949 -4.081 -1.149
C 0.655 -3.465 -0.951
O 0.520 -2.551 -0.091
H -3.724 -3.447 -2.579
H -2.946 -5.039 -2.670
H -2.455 -3.762 -3.785
H -0.895 -5.309 -3.415
H 1.335 -6.247 -3.691
H 3.187 -5.436 -2.202
H 2.755 -3.724 -0.520
C 0.983 -1.256 -3.389
C 1.622 -0.209 -4.289
C 0.586 0.405 -5.217
C 2.776 -0.806 -5.087
O 2.109 0.917 -3.507
P 2.982 0.764 -2.175
O 3.991 -0.315 -2.226
O 2.034 0.761 -0.982
O 3.637 2.238 -2.216
C 4.838 2.585 -1.489
C 4.861 1.960 -0.098
C 6.044 2.141 -2.309
C 4.781 4.103 -1.378
H 0.634 -2.101 -3.988
H 0.119 -0.843 -2.862
H 1.698 -1.644 -2.663
H 0.170 -0.364 -5.872
H 1.045 1.183 -5.830
H -0.227 0.845 -4.638
H 2.397 -1.598 -5.737
H 3.527 -1.218 -4.417
H 3.237 -0.034 -5.707
H 4.991 0.880 -0.162
H 3.927 2.172 0.423
H 5.693 2.378 0.475
H 6.014 1.061 -2.442
H 6.970 2.418 -1.796
H 6.029 2.623 -3.289
H 3.930 4.398 -0.761
H 4.665 4.546 -2.369
H 5.696 4.487 -0.922
C -0.053 6.086 -1.279
C 0.963 5.159 -1.469
C 0.682 3.805 -1.571
C -0.630 3.344 -1.470
C -1.651 4.283 -1.282
C -1.364 5.633 -1.189
N -0.909 1.967 -1.507
C -1.950 1.512 -2.317
C -2.664 0.344 -2.015
C -3.627 -0.148 -2.882
C -3.939 0.515 -4.061
C -3.251 1.684 -4.364
C -2.272 2.172 -3.517
H 0.173 7.142 -1.198
H 1.992 5.489 -1.550
H 1.485 3.097 -1.730
H -2.672 3.935 -1.189
H -2.173 6.338 -1.027
H -2.486 -0.204 -1.099
H -4.140 -1.061 -2.609
H -4.699 0.129 -4.729
H -3.463 2.216 -5.285
H -1.723 3.065 -3.785
C -4.297 -2.684 1.675
O -4.107 -3.655 2.719
C -3.324 -3.426 3.799
O -3.241 -4.289 4.633
C -2.601 -2.114 3.884
C -2.938 -1.271 4.863
As -2.201 0.575 5.174
C -0.793 -0.077 6.378
C -1.399 0.601 3.414
C -0.382 -0.367 3.154
As -1.252 -1.918 2.382
C -0.194 -3.487 2.887
C 0.890 -0.250 3.835
O 1.310 0.765 4.365
O 1.632 -1.385 3.816
C 2.908 -1.273 4.433
C -2.252 1.032 2.378
O -2.051 0.952 1.145
O -3.410 1.632 2.775
C -4.108 2.328 1.744
C -3.915 -1.613 5.941
O -3.574 -1.862 7.067
O -5.243 -1.503 5.684
C -5.686 -1.023 4.413
H -5.308 -2.853 1.304
H -3.575 -2.833 0.875
H -4.212 -1.664 2.048
H -1.319 -0.387 7.281
H -0.091 0.725 6.593
H -0.269 -0.937 5.967
H 0.030 -3.515 3.950
H 0.715 -3.452 2.292
H -0.774 -4.363 2.595
H 3.403 -2.226 4.266
H 2.804 -1.074 5.502
H 3.492 -0.471 3.981
H -4.949 2.812 2.237
H -4.462 1.642 0.974
H -3.459 3.071 1.279
H -5.772 -1.848 3.706
H -5.024 -0.257 4.010
H -6.672 -0.594 4.586
C 2.313 3.152 2.656
O 1.879 2.180 1.695
C 0.596 2.314 1.291
O -0.117 3.194 1.689
H 3.354 2.912 2.864
H 1.717 3.063 3.561
H 2.225 4.157 2.242
I 5.025 -2.182 1.151
C 3.210 -1.236 1.117
H 3.242 -0.162 1.218
H 2.370 -1.779 0.694
*
```

Orbital gap (spin up / spin down): 6.1 / 6.1 eV
Energy above the lowest of the compared OMol25 structures with the same formula, charge and spin: 0.000 eV
LUMO level (spin up / spin down): 3.66 / 3.51 eV
Calculated total energy: -8333.48620 Eh
HOMO energy (spin up / spin down): -0.0912 / -0.0968 Ha

These are the Löwdin partial charges, in e, on atoms 1 to 2:
1 Bi 1.92
2 C -0.04



Entry 2:
The following is a DFT calculation (wB97M-V/def2-TZVPD) of a structure of composition C45H58BN9OS3Sn at a distorted geometry.

Geometry as ORCA input:
```
! RIJCOSX wB97M-V def2-TZVPD def2/J DEFGRID3
* xyz 0 1
Sn -1.705 0.455 -0.843
C 0.629 -4.559 -2.413
C 1.161 -3.475 -1.538
C 2.470 -3.246 -1.443
C 2.932 -2.018 -0.775
N 2.100 -1.179 -0.235
N 0.803 -1.467 -0.210
B -0.140 -0.479 0.487
N 0.758 0.721 1.028
N 0.835 0.873 2.344
C 1.442 1.883 2.870
C 2.105 2.850 2.032
C 2.036 2.716 0.684
C 2.478 3.803 -0.202
C 1.364 1.573 0.145
S 1.220 1.319 -1.510
C 1.624 1.913 4.375
C 0.882 0.734 4.983
C 3.102 1.714 4.765
C 1.115 3.176 4.960
N -0.791 -1.074 1.809
N -0.039 -2.060 2.353
C -0.474 -2.629 3.421
C -1.581 -2.156 4.113
C -2.322 -1.143 3.624
C -3.540 -0.606 4.437
C -1.958 -0.669 2.343
S -2.841 0.559 1.546
C 0.223 -3.928 3.883
C -0.877 -4.987 4.048
C 0.935 -3.745 5.282
C 1.311 -4.438 2.983
C 0.281 -2.633 -0.758
S -1.304 -2.971 -0.613
C 4.363 -1.581 -0.884
C 4.592 -0.299 -0.059
C 5.333 -2.631 -0.458
C 4.510 -1.175 -2.354
H 1.355 -4.685 -3.225
H -0.286 -4.239 -2.915
H 0.399 -5.516 -1.957
H 3.140 -3.864 -2.035
H 2.561 3.699 2.425
H 2.984 4.577 0.425
H 1.618 4.240 -0.741
H 3.207 3.453 -0.931
H 1.235 -0.199 4.586
H -0.186 0.777 4.807
H 1.041 0.654 6.036
H 3.583 0.866 4.319
H 3.186 1.716 5.799
H 3.672 2.646 4.452
H 0.094 3.341 4.615
H 1.698 4.047 4.764
H 1.136 3.044 6.081
H -1.856 -2.657 5.090
H -3.900 -1.430 5.118
H -4.365 -0.210 3.853
H -3.183 0.202 5.102
H -1.595 -4.802 4.927
H -0.379 -5.938 4.248
H -1.466 -5.125 3.133
H 0.292 -3.323 6.054
H 1.786 -3.121 5.099
H 1.287 -4.743 5.589
H 0.886 -4.575 1.995
H 1.692 -5.414 3.360
H 2.061 -3.697 2.859
H 4.479 -0.418 0.973
H 3.932 0.523 -0.318
H 5.619 0.087 -0.147
H 5.380 -2.676 0.651
H 6.253 -2.372 -0.889
H 5.034 -3.593 -0.785
H 3.745 -0.454 -2.619
H 4.359 -2.068 -2.978
H 5.519 -0.778 -2.477
O -3.533 -0.169 -1.198
C -4.336 -0.199 -2.269
C -5.671 0.016 -2.066
C -6.547 -0.054 -3.137
C -6.089 -0.507 -4.350
C -4.738 -0.746 -4.575
C -3.820 -0.544 -3.567
C -2.413 -0.701 -3.763
N -1.434 -0.545 -2.855
C -0.182 -0.728 -3.515
C -0.424 -0.952 -4.836
N -1.861 -0.979 -4.978
H -6.004 0.297 -1.068
H -7.545 0.247 -2.945
H -6.821 -0.618 -5.098
H -4.499 -1.117 -5.602
H 0.746 -0.717 -2.905
H 0.204 -1.157 -5.686
H -2.317 -0.962 -5.879
C -0.181 2.499 -4.887
N -1.609 2.880 -4.999
C -1.732 4.275 -5.520
C -2.341 2.780 -3.752
C -1.918 3.412 -2.434
C -1.870 4.810 -2.338
C -1.453 5.507 -1.160
C -1.236 4.727 -0.032
C -1.380 3.337 -0.059
C -1.692 2.677 -1.233
H 0.213 2.533 -5.925
H -0.088 1.483 -4.529
H 0.463 3.183 -4.271
H -1.367 4.308 -6.559
H -1.147 4.951 -4.915
H -2.793 4.534 -5.558
H -2.516 1.699 -3.532
H -3.327 3.196 -4.000
H -2.095 5.524 -3.176
H -1.411 6.630 -1.173
H -0.985 5.229 0.898
H -1.302 2.840 0.884
*
```

Orbital gap: 7.3 eV
LUMO level: 0.20 eV
Calculated total energy: -3751.35238 Eh
HOMO energy: -0.2596 Ha

These are the Löwdin partial charges, in e, on atoms 1 to 2:
1 Sn 1.11
2 C -0.07



Entry 3:
The following is a DFT calculation (wB97M-V/def2-TZVPD) of a structure of composition C45H58Cl3CrN4O2PS3Si.

Geometry as ORCA input:
```
! RIJCOSX wB97M-V def2-TZVPD def2/J DEFGRID3
* xyz -1 4
Cr 1.362 -1.039 -0.632
S 2.661 -1.840 1.169
C 4.240 -1.137 0.932
C 5.356 -1.673 1.574
C 6.617 -1.145 1.357
C 6.778 -0.063 0.499
C 5.677 0.478 -0.144
C 4.405 -0.057 0.061
S 3.030 0.606 -0.797
H 5.215 -2.515 2.241
H 7.477 -1.578 1.854
H 7.763 0.354 0.325
H 5.784 1.310 -0.830
N -6.744 -6.148 -2.047
C -5.903 -5.201 -1.459
C -5.552 -4.041 -2.146
C -4.774 -3.070 -1.534
C -4.310 -3.262 -0.245
C -4.676 -4.401 0.457
C -5.463 -5.365 -0.142
S -3.440 -1.938 0.596
O -3.612 -2.177 2.011
O -4.060 -0.750 0.054
N -1.856 -1.825 0.194
C -1.099 -2.914 0.232
N -1.641 -4.104 0.602
C -0.888 -5.172 0.687
C 0.467 -5.144 0.404
C 0.960 -3.934 -0.015
N 0.237 -2.806 -0.139
H -6.766 -6.143 -3.051
H -6.697 -7.071 -1.650
H -5.911 -3.896 -3.159
H -4.544 -2.150 -2.055
H -4.334 -4.504 1.478
H -5.751 -6.255 0.408
H -1.390 -6.088 0.991
H 1.103 -6.012 0.485
H 2.007 -3.860 -0.260
C 2.775 1.006 5.795
C 2.870 2.162 4.802
C 4.321 2.319 4.336
C 1.922 2.025 3.624
C 1.003 1.004 3.494
C 0.074 0.948 2.453
C -1.067 -0.034 2.630
C -2.068 0.520 3.657
C -0.624 -1.425 3.103
C 0.111 1.908 1.425
C 0.951 3.030 1.633
C 1.842 3.050 2.690
C 0.796 4.347 0.890
C 2.125 4.893 0.349
C 0.144 5.387 1.814
C -1.002 1.958 0.382
C -2.049 2.731 0.912
C -3.260 2.957 0.289
C -3.485 2.367 -0.932
C -2.469 1.626 -1.500
C -1.207 1.410 -0.931
P -0.078 0.537 -2.210
C 0.415 2.120 -3.233
C 1.206 3.034 -2.303
C 1.324 1.750 -4.411
C -0.729 2.998 -3.754
C -1.033 -0.488 -3.572
C 0.057 -1.150 -4.426
C -1.808 -1.633 -2.938
C -1.992 0.217 -4.546
H 3.463 1.172 6.627
H 3.047 0.068 5.305
H 1.769 0.908 6.206
H 2.583 3.084 5.323
H 4.677 1.385 3.903
H 4.966 2.577 5.180
H 4.419 3.096 3.577
H 0.963 0.218 4.237
H -1.594 -0.142 1.690
H -1.590 0.641 4.632
H -2.901 -0.181 3.748
H -2.473 1.485 3.353
H -0.449 -1.441 4.183
H 0.295 -1.749 2.612
H -1.416 -2.140 2.879
H 2.464 3.930 2.822
H 0.111 4.195 0.072
H 2.671 5.431 1.128
H 1.947 5.588 -0.475
H 2.758 4.083 -0.014
H 0.736 5.526 2.720
H -0.858 5.073 2.108
H 0.064 6.348 1.298
H -1.883 3.171 1.885
H -4.013 3.569 0.771
H -4.438 2.457 -1.437
H -2.675 1.150 -2.440
H 1.932 2.503 -1.697
H 0.510 3.555 -1.660
H 1.744 3.784 -2.891
H 2.114 1.060 -4.112
H 1.802 2.663 -4.778
H 0.764 1.327 -5.245
H -1.407 3.298 -2.961
H -1.306 2.548 -4.556
H -0.271 3.908 -4.154
H 0.518 -1.974 -3.892
H 0.849 -0.485 -4.748
H -0.414 -1.569 -5.319
H -1.148 -2.244 -2.328
H -2.208 -2.275 -3.731
H -2.622 -1.268 -2.323
H -1.459 0.844 -5.260
H -2.773 0.803 -4.071
H -2.493 -0.566 -5.120
Cl 1.808 -3.953 -3.059
Si 2.725 -2.214 -2.234
Cl 3.371 -1.226 -3.964
Cl 4.532 -3.063 -1.618
*
```

Orbital gap (spin up / spin down): 6.6 / 7.3 eV
LUMO level (spin up / spin down): 1.70 / 2.41 eV
Calculated total energy: -6369.82524 Eh
HOMO energy (spin up / spin down): -0.1814 / -0.1816 Ha

These are the Löwdin partial charges, in e, on atoms 1 to 2:
1 Cr -0.01
2 S 0.70



Entry 4:
The following is a DFT calculation (wB97M-V/def2-TZVPD) of a cluster of 5 separate species, C45H58O14 in total at a distorted geometry.

Geometry as ORCA input:
```
! RIJCOSX wB97M-V def2-TZVPD def2/J DEFGRID3
* xyz 0 1
C 9.505 -2.563 -0.499
C 10.008 -3.941 -0.947
O 10.626 -4.618 -0.156
O 9.746 -4.343 -2.230
C 8.418 -4.876 -2.419
C 7.540 -4.013 -3.338
C 6.789 -2.862 -2.630
C 6.922 -1.490 -3.357
C 5.666 -0.711 -3.014
C 5.642 -0.019 -1.823
C 4.518 0.672 -1.424
C 3.435 0.643 -2.257
C 3.438 -0.012 -3.476
C 4.570 -0.689 -3.849
C 2.188 0.022 -4.314
O 2.194 0.197 -5.516
C 0.914 -0.131 -3.501
C -0.178 -0.865 -3.897
C -0.142 -1.542 -5.254
O 0.908 -2.539 -5.273
C 0.541 -3.657 -4.553
C -0.646 -4.497 -5.022
O 1.166 -3.980 -3.566
C -1.272 -0.978 -3.070
C -1.268 -0.357 -1.846
C -2.384 -0.453 -0.859
C -2.488 -1.624 -0.143
C -3.451 -1.807 0.819
C -4.329 -0.772 1.071
C -4.235 0.387 0.345
C -3.275 0.572 -0.613
C -0.180 0.407 -1.475
C 0.917 0.533 -2.281
C 2.143 1.327 -1.891
O 2.076 2.411 -1.348
H 10.257 -2.048 0.093
H 8.592 -2.745 0.078
H 9.197 -1.972 -1.366
H 7.939 -5.126 -1.465
H 8.558 -5.830 -2.940
H 8.195 -3.654 -4.138
H 6.826 -4.709 -3.792
H 5.721 -3.110 -2.670
H 7.038 -2.793 -1.569
H 7.034 -1.639 -4.435
H 7.781 -0.961 -2.930
H 6.529 -0.037 -1.195
H 4.483 1.217 -0.489
H 4.581 -1.222 -4.797
H -1.121 -1.948 -5.530
H 0.129 -0.830 -6.032
H -0.326 -5.524 -5.195
H -1.102 -4.064 -5.915
H -1.390 -4.493 -4.221
H -2.133 -1.566 -3.375
H -1.801 -2.447 -0.324
H -3.468 -2.741 1.371
H -5.072 -0.904 1.850
H -4.948 1.181 0.589
H -3.202 1.496 -1.175
H -0.183 0.905 -0.509
O -4.729 3.044 0.846
C -5.197 3.721 1.727
O -4.558 4.835 2.107
C -5.127 5.808 2.994
C -4.897 5.442 4.445
C -6.433 3.294 2.476
H -6.183 5.968 2.768
H -4.617 6.744 2.766
H -5.384 4.501 4.704
H -5.284 6.220 5.103
H -3.836 5.317 4.640
H -6.146 2.615 3.278
H -7.093 2.771 1.786
H -7.005 4.119 2.890
O 6.324 -2.338 -6.451
C 5.538 -3.049 -7.018
O 4.279 -3.111 -6.559
C 3.206 -3.753 -7.254
C 3.148 -5.234 -6.940
C 5.955 -3.932 -8.167
H 3.264 -3.557 -8.326
H 2.298 -3.269 -6.899
H 4.051 -5.751 -7.267
H 2.290 -5.695 -7.431
H 3.063 -5.388 -5.863
H 6.364 -4.860 -7.769
H 6.728 -3.415 -8.731
H 5.152 -4.157 -8.865
O -8.010 2.765 5.346
C -8.450 3.463 6.218
O -7.783 4.578 6.560
C -8.303 5.581 7.437
C -8.029 5.246 8.888
C -9.681 3.068 6.998
H -9.363 5.756 7.243
H -7.783 6.500 7.171
H -8.522 4.320 9.186
H -8.380 6.049 9.538
H -6.959 5.106 9.046
H -9.388 2.399 7.807
H -10.355 2.541 6.327
H -10.236 3.910 7.405
O -3.183 4.905 6.885
C -2.601 3.856 6.837
O -3.279 2.718 7.070
C -2.739 1.414 6.839
C -1.946 0.920 8.031
C -1.109 3.794 6.609
H -2.159 1.391 5.915
H -3.599 0.765 6.680
H -1.083 1.555 8.230
H -1.593 -0.098 7.859
H -2.566 0.931 8.928
H -0.599 3.928 7.562
H -0.833 4.607 5.941
H -0.771 2.873 6.140
*
```

Orbital gap: 8.9 eV
LUMO level: -0.06 eV
Calculated total energy: -2802.89812 Eh
HOMO energy: -0.3276 Ha

These are the Löwdin partial charges, in e, on atoms 1 to 2:
1 C 0.02
2 C -0.50